1.
The following is a quantum chemistry calculation of a gas-phase ion, C26H24F3N2O3 (charge -1) in a non-equilibrium geometry, from the Open Molecules 2025 dataset.

Geometry as XYZ:
```
58
C26H24F3N2O3 | the Open Molecules 2025 dataset | wB97M-V/def2-TZVPD
C -1.3553 1.3205 -6.5754
O -1.6934 1.2551 -5.1432
C -0.8363 0.5989 -4.3149
C -1.0529 0.7203 -2.9594
C -0.3786 -0.0351 -1.9964
C -0.6969 -0.0884 -0.5204
C 0.5368 -0.1815 0.3739
C 1.9200 -0.0717 -0.0046
C 2.9616 -0.4720 0.8514
C 2.6728 -0.7367 2.1988
N 3.6748 -1.0556 3.0546
C 3.5051 -0.9837 4.4874
C 4.9321 -1.5705 2.5588
C 1.3175 -0.6674 2.6404
C 0.3142 -0.4911 1.7240
C -1.9509 0.9258 -0.0525
C -3.1074 1.1358 -0.9617
N -4.0688 1.1798 -1.5984
C -2.5810 0.8381 1.3464
C -1.9184 1.4808 2.3804
C -2.5480 1.6011 3.6283
C -3.7270 0.9028 3.8242
C -4.3672 0.9432 5.1641
F -5.7249 0.9095 5.0794
F -4.0562 2.1061 5.8024
F -3.9583 -0.1047 5.9335
C -4.4418 0.2871 2.7816
C -3.7803 0.1249 1.5438
C 0.6306 -0.9201 -2.5246
C 1.0670 -0.8797 -3.8665
O 2.2416 -1.4659 -4.1707
C 3.0449 -1.1241 -5.2906
C 0.3329 -0.1257 -4.8192
O 0.7168 0.0318 -6.0122
H -2.1650 1.9554 -6.9838
H -0.3963 1.8541 -6.7250
H -1.3360 0.3016 -7.0424
H -1.9370 1.2868 -2.6690
H -1.5369 -0.9241 -0.2704
H 2.2265 0.1348 -1.0269
H 4.0232 -0.5207 0.5276
H 2.5377 -0.4964 4.7589
H 3.5376 -1.9939 4.9519
H 4.3516 -0.4287 4.9570
H 4.7958 -2.1470 1.6271
H 5.6753 -0.7670 2.3752
H 5.3735 -2.2629 3.3046
H 1.0632 -0.8401 3.7006
H -0.7102 -0.7440 2.0853
H -1.3304 1.8625 -0.0498
H -0.8557 1.7807 2.2648
H -2.1282 2.1853 4.4515
H -5.4356 -0.0718 2.9811
H -4.2354 -0.6249 0.8131
H 1.0545 -1.7358 -1.9387
H 3.8119 -1.9031 -5.2998
H 2.4743 -1.1358 -6.2155
H 3.5163 -0.1525 -5.1401
```

Properties
largest force on an atom = 4.36 eV Å⁻¹
relative energy (zero: lowest compared OMol25 entry of this formula, charge and spin) = 0.0 kJ/mol
charge = -1
frontier orbital gap = 4.84 eV
DFT total energy = -1639.898460 Eh

2.
The following is a quantum chemistry calculation of 2 unconnected molecules or ions with the total composition C2H8N4 in a non-equilibrium geometry, from the Open Molecules 2025 dataset.

Geometry as XYZ:
```
14
C2H8N4 | the Open Molecules 2025 dataset | wB97M-V/def2-TZVPD
N 2.0623 -2.4814 0.0287
C 0.9256 -1.9089 0.5578
N -0.1603 -1.5379 -0.0417
H 1.9969 -2.8158 -0.9395
H 2.6980 -2.9520 0.6642
H 1.2127 -1.3890 1.4722
H -0.6060 -2.1872 -0.7548
N -1.6951 1.2742 0.1617
C -0.8799 2.2750 -0.3434
N -0.7787 3.4082 0.2460
H -1.4457 0.3810 -0.2454
H -2.1706 1.7092 0.9490
H -0.3488 2.0840 -1.2870
H -0.8104 4.1406 -0.4678
```

Properties
2S+1 = 2
largest force on an atom = 4.03 eV Å⁻¹
⟨S²⟩ = 0.751
relative energy (zero: lowest compared OMol25 entry of this formula, charge and spin) = 61.4 kJ/mol
charge = -1
frontier orbital gap (spin up / spin down) = 2.93 / 8.91 eV
DFT total energy = -299.925558 Eh

3.
The following is a quantum chemistry calculation of a molecular structure, C5H13ClN4O4PdSe, from the Open Molecules 2025 dataset.

Geometry as XYZ:
```
29
C5H13ClN4O4PdSe | the Open Molecules 2025 dataset | wB97M-V/def2-TZVPD
Pd 0.0117 0.2288 -0.2169
N -1.4984 -1.3153 0.0012
C -2.1769 -1.1058 1.3021
C -1.1365 -0.8737 2.3845
N -0.1429 0.1814 2.0275
C -0.4862 1.5634 2.4686
C -1.4987 2.2177 1.5540
N -1.0244 2.1134 0.1567
H -2.1597 -1.2745 -0.7714
H -1.0866 -2.2453 -0.0416
H -2.7904 -1.9668 1.5697
H -2.8468 -0.2567 1.1923
H -0.5794 -1.7977 2.5509
H -1.6290 -0.6238 3.3264
H 0.7212 -0.0559 2.5023
H 0.4415 2.1382 2.4620
H -0.8575 1.5488 3.4954
H -1.6328 3.2601 1.8440
H -2.4725 1.7394 1.6236
H -0.3336 2.8341 -0.0499
H -1.7781 2.2526 -0.5120
Se 2.9418 -1.2991 0.0455
C 4.0679 0.0483 -0.2011
N 4.8275 0.9203 -0.3576
O 1.7051 1.4637 -1.5290
Cl 1.2130 0.5411 -2.5493
O 1.4487 -0.8422 -1.9502
O 1.8358 0.6668 -3.7884
O -0.2338 0.6646 -2.5777
```

Properties
2S+1 = 5
largest force on an atom = 0.71 eV Å⁻¹
⟨S²⟩ = 6.043
charge = +2
frontier orbital gap (spin up / spin down) = 10.41 / 6.43 eV
DFT total energy = -3706.775142 Eh

> DFT total energy of number 3 (C5H13ClN4O4PdSe)?

-3706.775142 Eh

> What is the formula in the first record?

C26H24F3N2O3